DFT (ωB97M-V/def2-TZVPD) results for a molecular structure, C59H60As2CdN8O4.

Properties
frontier orbital gap	0.2622	Eh
LUMO level	0.151	eV

Structure (XYZ):
```
134
Properties=species:S:1:pos:R:3:forces:R:3
Cd -1.253 0.826 -0.121 -0.3 0.1 0.1
C -3.014 2.969 -2.064 0.1 0.1 0.0
N -1.648 2.638 -2.475 -0.2 -0.1 0.1
C -1.589 2.320 -3.898 0.0 0.0 0.1
C -0.256 1.821 -4.351 -0.1 0.0 -0.1
N 0.469 0.919 -3.769 0.1 0.0 0.2
C 1.544 0.713 -4.627 0.0 0.0 0.0
C 2.611 -0.174 -4.516 0.0 -0.1 0.0
C 3.545 -0.192 -5.533 0.0 0.0 0.0
C 3.429 0.654 -6.648 0.0 0.0 0.0
C 2.369 1.531 -6.782 0.0 0.0 0.0
C 1.433 1.537 -5.753 0.0 0.0 0.0
N 0.264 2.245 -5.551 0.1 0.0 0.0
C -3.840 1.748 -1.832 -0.1 -0.1 0.0
N -3.508 0.769 -1.039 0.0 0.0 -0.1
C -4.581 -0.116 -1.056 0.1 0.0 0.1
C -4.784 -1.306 -0.362 0.1 -0.1 -0.1
C -5.974 -1.974 -0.564 0.0 0.0 -0.1
C -6.957 -1.474 -1.430 0.0 0.0 0.0
C -6.780 -0.286 -2.113 0.0 0.0 0.0
C -5.576 0.376 -1.903 0.0 0.1 0.0
N -5.070 1.571 -2.387 -0.1 0.0 -0.1
H -3.522 3.614 -2.794 0.0 0.0 0.0
H -2.962 3.498 -1.112 0.0 0.1 0.1
H -1.061 3.436 -2.270 0.2 0.0 0.0
H -1.858 3.187 -4.518 -0.1 0.0 0.0
H -2.333 1.542 -4.093 0.0 0.0 0.0
H 2.684 -0.828 -3.658 0.0 0.0 0.0
H 4.386 -0.870 -5.472 0.0 0.0 0.0
H 4.183 0.613 -7.424 0.0 0.0 0.0
H 2.274 2.172 -7.649 0.0 0.0 0.0
H -0.141 2.924 -6.170 0.0 0.0 0.0
H -4.036 -1.689 0.319 0.0 0.0 0.0
H -6.151 -2.907 -0.045 0.0 0.0 0.0
H -7.877 -2.028 -1.561 0.0 0.0 0.0
H -7.544 0.107 -2.770 0.0 0.0 0.0
H -5.535 2.210 -3.007 0.0 0.0 0.0
O -2.659 -4.973 0.155 -0.1 0.0 0.1
C -2.383 -4.637 1.396 0.0 0.0 0.0
O -2.592 -5.363 2.341 0.0 0.0 0.0
C -1.821 -3.272 1.624 0.1 -0.1 0.0
C -1.588 -2.776 2.887 -0.1 0.0 0.0
N -1.133 -1.520 2.735 0.0 0.0 0.1
N -1.045 -1.165 1.450 0.0 0.1 0.0
C -1.448 -2.217 0.757 0.0 0.0 0.0
C -1.447 -2.117 -0.749 -0.1 0.1 0.0
O -1.834 -3.104 -1.387 0.0 0.0 0.0
O -1.064 -1.019 -1.246 0.1 0.1 0.0
H -2.389 -4.245 -0.493 0.2 -0.1 0.0
H -1.733 -3.244 3.846 0.0 0.0 0.0
H -0.889 -0.851 3.447 0.0 0.0 0.0
C 2.658 -2.763 1.802 0.1 0.1 -0.1
C 3.349 -1.436 2.113 -0.1 -0.1 0.0
As 2.308 0.171 1.564 0.1 -0.2 0.0
C 2.752 1.238 3.151 0.0 -0.1 0.0
C 2.221 0.779 4.357 0.1 0.0 0.0
C 2.421 1.472 5.540 0.0 0.0 0.0
C 3.154 2.652 5.532 0.0 0.0 0.0
C 3.675 3.126 4.337 0.0 0.0 0.0
C 3.473 2.425 3.153 -0.1 0.1 -0.1
C 3.567 0.883 0.254 0.0 0.0 0.0
C 4.932 0.997 0.509 0.0 0.0 0.0
C 5.797 1.461 -0.471 0.0 0.0 0.0
C 5.306 1.810 -1.723 0.0 0.0 0.0
C 3.952 1.682 -1.994 0.0 0.0 0.0
C 3.088 1.218 -1.010 -0.1 -0.1 0.0
As 2.385 -2.935 -0.147 -0.1 0.0 -0.1
C 1.772 -4.783 -0.243 -0.1 0.0 0.1
C 1.511 -5.304 -1.508 0.0 0.0 0.0
C 1.058 -6.605 -1.657 0.0 0.0 0.0
C 0.844 -7.399 -0.539 0.0 0.0 0.0
C 1.086 -6.886 0.726 0.0 0.0 0.0
C 1.546 -5.583 0.874 0.0 0.0 0.0
C 4.274 -3.243 -0.588 0.0 0.1 0.1
C 4.950 -4.402 -0.215 0.0 0.0 0.0
C 6.311 -4.527 -0.453 0.0 0.0 0.0
C 7.011 -3.494 -1.065 0.0 0.0 0.0
C 6.342 -2.343 -1.454 0.0 0.0 0.0
C 4.977 -2.221 -1.220 -0.1 0.0 0.0
H 1.693 -2.838 2.312 -0.1 0.0 -0.1
H 3.283 -3.594 2.136 0.0 0.0 0.0
H 4.316 -1.395 1.608 0.0 0.0 0.0
H 3.534 -1.336 3.183 0.0 0.0 0.0
H 1.654 -0.149 4.373 0.0 0.0 0.0
H 2.004 1.097 6.466 0.0 0.0 0.0
H 3.314 3.199 6.452 0.0 0.0 0.0
H 4.242 4.048 4.324 0.0 0.0 0.0
H 3.869 2.825 2.227 0.0 0.0 0.0
H 5.329 0.706 1.475 0.0 0.0 0.0
H 6.857 1.539 -0.261 0.0 0.0 0.0
H 5.982 2.170 -2.489 0.0 0.0 0.0
H 3.571 1.923 -2.978 0.0 0.0 0.0
H 2.040 1.065 -1.251 0.0 0.1 0.0
H 1.657 -4.685 -2.387 0.0 0.0 0.0
H 0.855 -6.995 -2.647 0.0 0.0 0.0
H 0.469 -8.408 -0.652 0.0 0.0 0.0
H 0.902 -7.493 1.603 0.0 0.0 0.0
H 1.727 -5.203 1.871 0.0 0.0 0.0
H 4.408 -5.218 0.249 0.0 0.0 0.0
H 6.827 -5.434 -0.162 0.0 0.0 0.0
H 8.074 -3.593 -1.247 0.0 0.0 0.0
H 6.878 -1.536 -1.940 0.0 0.0 0.0
H 4.456 -1.320 -1.533 0.0 0.0 0.0
C -6.003 4.562 2.662 0.0 0.0 0.0
C -5.130 3.356 2.420 0.0 0.0 0.0
C -5.576 2.084 2.742 0.0 -0.1 0.0
C -4.749 0.981 2.526 -0.1 0.0 0.0
C -5.230 -0.410 2.849 -0.1 0.1 0.0
C -3.485 1.180 2.007 0.1 0.0 0.0
C -2.987 2.451 1.658 -0.1 0.1 -0.1
C -3.859 3.530 1.876 0.0 0.0 0.0
N -1.724 2.555 1.083 0.1 0.0 -0.1
C -0.847 3.688 1.426 0.1 0.0 0.0
C -1.099 4.999 0.648 -0.1 -0.1 0.0
C -0.885 4.001 2.932 0.0 -0.1 0.0
C 0.579 3.259 1.097 0.0 0.0 0.0
H -6.998 4.266 2.992 0.0 0.0 0.0
H -6.109 5.162 1.756 0.0 0.0 0.0
H -5.570 5.206 3.430 0.0 0.0 0.0
H -6.565 1.943 3.164 0.0 0.0 0.0
H -5.900 -0.404 3.709 0.0 0.0 0.0
H -4.396 -1.080 3.066 0.0 0.0 0.0
H -5.779 -0.833 2.004 0.0 0.0 0.1
H -2.837 0.319 1.882 -0.1 0.0 0.0
H -3.559 4.536 1.621 0.0 0.0 0.0
H -2.139 5.316 0.674 0.0 0.0 0.0
H -0.799 4.903 -0.396 0.0 -0.1 -0.1
H -0.498 5.805 1.075 0.0 0.0 0.0
H -1.779 4.549 3.229 0.0 0.0 0.0
H -0.014 4.600 3.206 0.0 0.0 0.0
H -0.856 3.069 3.501 0.0 0.0 0.0
H 0.654 2.932 0.052 0.0 0.0 0.0
H 0.871 2.434 1.746 0.0 0.0 0.0
H 1.285 4.080 1.242 0.0 0.0 0.0
```
Forces are in eV/Å.